2 unconnected molecules or ions with the total composition C5H15N2 in a non-equilibrium geometry, computed with wB97M-V/def2-TZVPD.

## Properties
- LUMO (eV) = -7.8
- E_tot (eV) = -8396.7987
- orbital gap (eV) = 5.0
- E_HOMO (eV) = -12.8
- net charge = +1

Last column: Löwdin charge in e.
Cartesian coordinates (Å):
C (-2.1462, -1.0621, 0.3505)  -0.054
C (-0.7760, -0.6301, -0.2705)  0.095
C (0.4164, -1.2251, 0.4479)  -0.192
C (1.2088, -0.1256, 0.9899)  -0.196
C (1.9220, 0.7894, -0.0468)  -0.321
N (3.0688, 0.2278, -0.5652)  0.042
N (-2.5870, 1.6102, -0.8078)  0.083
H (-3.0541, -0.4192, 0.1576)  0.087
H (-2.4648, -2.1545, 0.1777)  0.159
H (-1.8951, -0.9120, 1.4735)  0.127
H (-0.7931, -0.7492, -1.3729)  0.149
H (0.1439, -1.8932, 1.2623)  0.133
H (1.0085, -1.8886, -0.2641)  0.173
H (0.5905, 0.5143, 1.5791)  0.104
H (2.0413, -0.4552, 1.7169)  0.163
H (1.9075, 1.8277, 0.3397)  0.139
H (1.2875, 0.8323, -0.7618)  0.034
H (3.1309, 0.4419, -1.5233)  0.072
H (3.9455, 0.3675, -0.0382)  0.116
H (-2.3263, 2.5981, -0.6356)  0.067
H (-2.7043, 1.4265, -1.8033)  0.052
H (-1.9248, 0.8789, -0.4057)  -0.033

***

3 unconnected molecules or ions with the total composition C5H15N2 in a non-equilibrium geometry, computed with wB97M-V/def2-TZVPD.

## Properties
- LUMO (eV) = -8.9
- E_tot (eV) = -8395.5280
- orbital gap (eV) = 4.0
- E_HOMO (eV) = -12.9
- net charge = +1

Last column: Löwdin charge in e.
Cartesian coordinates (Å):
N (0.0470, -1.4711, 2.1197)  0.115
C (-2.1309, -2.9682, 0.3292)  -0.044
C (-1.9440, -2.1916, -0.7453)  -0.061
N (0.0376, 0.6854, -0.0487)  0.319
C (0.7388, 3.1146, -0.2552)  -0.005
C (0.7321, 1.6612, -0.7567)  -0.408
C (2.1790, 1.0623, -1.0280)  -0.012
H (0.2014, -1.2751, 3.0944)  0.050
H (0.6998, -2.2026, 1.8687)  0.055
H (-0.0502, -0.7919, 1.3945)  -0.045
H (-1.5276, -2.7223, 1.2016)  0.012
H (-2.7646, -3.8356, 0.2993)  0.057
H (-2.3904, -2.4288, -1.6935)  0.049
H (-1.4450, -1.2409, -0.5437)  0.001
H (-0.8434, 1.1193, 0.2857)  0.129
H (1.6969, 3.5997, -0.4229)  0.097
H (0.5292, 3.1494, 0.8155)  0.095
H (-0.0344, 3.6917, -0.7636)  0.096
H (0.4918, 1.6373, -1.8341)  0.227
H (2.5639, 0.5300, -0.1574)  0.092
H (2.2761, 0.4405, -1.9138)  0.091
H (2.8927, 1.8772, -1.1954)  0.092

***

A gas-phase ion, C5H15N2 (charge +1) in a non-equilibrium geometry, computed with wB97M-V/def2-TZVPD.

## Properties
- LUMO (eV) = -2.6
- E_tot (eV) = -8402.0977
- orbital gap (eV) = 11.2
- E_HOMO (eV) = -13.7
- structure (SMILES) = CC[N@H+](C)CCN
- net charge = +1

Last column: Löwdin charge in e.
Cartesian coordinates (Å):
C (-2.0711, -1.0930, 0.6783)  -0.044
C (-1.2655, -0.6610, -0.5421)  -0.152
N (-0.3368, 0.4723, -0.1625)  -0.169
C (-0.9729, 1.7900, -0.3904)  0.011
C (1.0041, 0.4099, -0.8857)  -0.094
C (1.8898, -0.5871, -0.1200)  -0.259
N (1.8502, -0.3469, 1.2578)  0.009
H (-1.5751, -1.8221, 1.3030)  0.085
H (-2.3878, -0.2131, 1.2273)  0.082
H (-2.9722, -1.5871, 0.3307)  0.090
H (-0.6566, -1.4765, -0.9180)  0.121
H (-1.9046, -0.2485, -1.3174)  0.132
H (0.0246, 0.3036, 0.8009)  0.144
H (-1.9842, 1.7661, -0.0161)  0.103
H (-0.8839, 2.0514, -1.4392)  0.114
H (-0.4296, 2.5540, 0.1432)  0.107
H (0.8674, -0.0017, -1.8729)  0.133
H (1.4098, 1.4173, -0.8866)  0.132
H (2.8981, -0.5471, -0.5291)  0.127
H (1.4900, -1.5749, -0.3384)  0.122
H (2.0753, -1.1239, 1.8567)  0.102
H (2.1501, 0.5065, 1.6975)  0.104

***

Repeat the third record exactly.
A gas-phase ion, C5H15N2 (charge +1) in a non-equilibrium geometry, computed with wB97M-V/def2-TZVPD.

## Properties
- LUMO (eV) = -2.6
- E_tot (eV) = -8402.0977
- orbital gap (eV) = 11.2
- E_HOMO (eV) = -13.7
- structure (SMILES) = CC[N@H+](C)CCN
- net charge = +1

Last column: Löwdin charge in e.
Cartesian coordinates (Å):
C (-2.0711, -1.0930, 0.6783)  -0.044
C (-1.2655, -0.6610, -0.5421)  -0.152
N (-0.3368, 0.4723, -0.1625)  -0.169
C (-0.9729, 1.7900, -0.3904)  0.011
C (1.0041, 0.4099, -0.8857)  -0.094
C (1.8898, -0.5871, -0.1200)  -0.259
N (1.8502, -0.3469, 1.2578)  0.009
H (-1.5751, -1.8221, 1.3030)  0.085
H (-2.3878, -0.2131, 1.2273)  0.082
H (-2.9722, -1.5871, 0.3307)  0.090
H (-0.6566, -1.4765, -0.9180)  0.121
H (-1.9046, -0.2485, -1.3174)  0.132
H (0.0246, 0.3036, 0.8009)  0.144
H (-1.9842, 1.7661, -0.0161)  0.103
H (-0.8839, 2.0514, -1.4392)  0.114
H (-0.4296, 2.5540, 0.1432)  0.107
H (0.8674, -0.0017, -1.8729)  0.133
H (1.4098, 1.4173, -0.8866)  0.132
H (2.8981, -0.5471, -0.5291)  0.127
H (1.4900, -1.5749, -0.3384)  0.122
H (2.0753, -1.1239, 1.8567)  0.102
H (2.1501, 0.5065, 1.6975)  0.104

***

Q: The lowest orbital gap belongs to which entry?
A: number 2